{"formula": "C37H37CoN5O5S2", "method": "ωB97M-V with the def2-TZVPD basis set", "symbols": ["Co", "O", "C", "C", "C", "C", "C", "C", "C", "N", "N", "C", "O", "C", "C", "C", "C", "C", "C", "H", "H", "H", "H", "H", "H", "H", "H", "H", "H", "O", "C", "O", "C", "C", "C", "C", "C", "C", "S", "H", "H", "H", "H", "C", "C", "C", "N", "C", "S", "N", "C", "O", "C", "C", "C", "C", "C", "C", "H", "H", "H", "H", "H", "H", "H", "H", "H", "H", "H", "H", "H", "H", "C", "C", "C", "C", "C", "N", "H", "H", "H", "H", "H", "H", "H", "H", "H"], "coordinates": [[0.7253, -0.8728, -1.3315], [1.6602, -2.3271, -0.2738], [1.2903, -2.9584, 0.7747], [2.2147, -3.8438, 1.4053], [1.9086, -4.5594, 2.5364], [0.6461, -4.4616, 3.1337], [-0.2746, -3.6187, 2.5486], [0.0025, -2.8677, 1.3973], [-1.0777, -2.0688, 0.8722], [-1.0160, -1.3914, -0.2148], [-2.1724, -0.7601, -0.6092], [-1.9914, -0.2081, -1.7856], [-0.9414, -0.2751, -2.5125], [-3.1697, 0.5349, -2.3396], [-4.3906, 0.5812, -1.6696], [-5.4547, 1.2842, -2.2048], [-5.3137, 1.9563, -3.4133], [-4.0979, 1.9200, -4.0817], [-3.0318, 1.2141, -3.5489], [3.1905, -3.9190, 0.9408], [2.6589, -5.2161, 2.9668], [0.3967, -5.0267, 4.0233], [-1.2634, -3.5220, 2.9876], [-2.0223, -2.0842, 1.4211], [-4.4751, 0.0621, -0.7255], [-6.3984, 1.3192, -1.6730], [-6.1447, 2.5184, -3.8238], [-3.9753, 2.4574, -5.0149], [-2.0676, 1.1904, -4.0375], [0.0441, 3.0407, -0.9667], [0.8341, 2.1038, -1.0710], [0.7273, 0.9848, -0.4537], [2.0971, 2.3478, -1.9038], [2.5248, 3.6761, -1.9022], [3.6820, 4.0959, -2.5311], [4.4417, 3.1504, -3.2097], [4.0244, 1.8375, -3.2426], [2.8546, 1.3890, -2.6016], [2.5048, -0.3162, -2.8227], [1.8906, 4.3814, -1.3816], [3.9860, 5.1358, -2.4917], [5.3593, 3.4351, -3.7156], [4.6082, 1.0986, -3.7788], [1.8558, 4.8228, 4.2898], [2.0206, 3.4689, 3.6166], [1.4883, 2.3346, 4.4896], [1.9123, 1.0082, 4.0475], [1.6468, 0.6278, 2.7421], [2.7626, 0.1284, 1.6707], [0.3292, 0.7548, 2.3209], [-0.8230, 0.8499, 3.0757], [-1.7815, 1.4901, 2.6968], [-0.9035, 0.0535, 4.3417], [-0.1819, -1.1254, 4.5209], [-0.3499, -1.8608, 5.6815], [-1.2205, -1.4182, 6.6696], [-1.9468, -0.2461, 6.4903], [-1.7983, 0.4822, 5.3237], [2.2024, 5.6305, 3.6450], [2.4218, 4.8716, 5.2238], [0.8081, 5.0166, 4.5277], [3.0724, 3.2785, 3.3834], [1.4932, 3.4619, 2.6597], [0.3989, 2.3777, 4.5260], [1.8293, 2.4503, 5.5233], [2.8981, 0.8534, 4.2105], [0.2289, 0.8918, 1.2999], [0.4829, -1.4871, 3.7496], [0.2017, -2.7841, 5.8034], [-1.3411, -1.9937, 7.5802], [-2.6349, 0.0918, 7.2564], [-2.3691, 1.3840, 5.1468], [-1.9723, -2.4400, -5.1660], [-0.4399, -2.5220, -5.1760], [0.0476, -3.4443, -6.3008], [0.1535, -1.1218, -5.3422], [-0.0327, -3.1207, -3.8959], [0.1979, -3.6228, -2.8884], [-2.3100, -1.9704, -6.0924], [-2.3085, -1.8327, -4.3253], [-2.4226, -3.4311, -5.0867], [-0.2528, -3.0233, -7.2627], [-0.3793, -4.4440, -6.2076], [1.1338, -3.5261, -6.2843], [-0.2923, -0.6679, -6.2310], [1.2360, -1.1586, -5.4575], [-0.0556, -0.5060, -4.4709]], "forces_ev_per_angstrom": [[0.233, 0.141, -0.057], [-0.322, 0.049, 0.003], [0.096, -0.039, -0.076], [0.082, -0.012, 0.047], [0.094, -0.036, -0.045], [-0.024, 0.034, 0.035], [-0.015, -0.071, -0.132], [0.084, -0.096, 0.149], [-0.135, 0.224, -0.475], [0.208, -0.212, 0.415], [-0.088, 0.148, -0.077], [0.038, -0.151, -0.111], [-0.134, -0.091, 0.234], [0.053, 0.105, -0.091], [0.113, -0.088, 0.001], [-0.075, 0.065, -0.057], [-0.027, 0.026, -0.017], [-0.084, 0.055, -0.044], [0.049, -0.117, 0.183], [0.013, -0.001, 0.011], [0.008, 0.005, 0.008], [0.007, -0.023, 0.010], [-0.026, 0.018, -0.009], [-0.080, 0.027, -0.037], [0.015, -0.003, 0.028], [-0.018, 0.003, 0.002], [-0.014, -0.003, -0.012], [-0.007, 0.002, -0.008], [0.028, -0.011, -0.012], [-0.061, 0.018, 0.114], [0.138, 0.075, -0.154], [-0.211, -0.052, 0.037], [-0.120, -0.044, 0.134], [-0.036, 0.091, 0.015], [-0.008, 0.054, 0.027], [0.045, 0.006, -0.034], [0.120, 0.015, -0.092], [-0.020, -0.170, -0.030], [-0.127, -0.121, 0.170], [0.007, 0.026, 0.020], [-0.003, 0.010, -0.003], [-0.001, 0.005, -0.001], [0.004, -0.005, -0.001], [-0.011, 0.029, 0.000], [-0.012, -0.039, -0.014], [-0.086, 0.072, 0.040], [0.177, -0.045, -0.130], [-0.840, 0.118, -0.334], [0.778, -0.292, 0.262], [0.256, 0.181, 0.205], [-0.095, 0.013, -0.065], [0.005, -0.039, 0.023], [-0.035, -0.125, 0.266], [-0.160, 0.276, 0.011], [-0.059, -0.017, 0.141], [0.024, -0.039, 0.012], [0.004, -0.065, 0.071], [0.218, -0.078, -0.189], [0.000, 0.012, -0.013], [0.012, -0.003, 0.021], [-0.038, 0.006, -0.002], [0.002, 0.022, 0.045], [0.014, -0.040, -0.022], [-0.007, 0.037, 0.042], [0.041, -0.007, -0.035], [0.009, -0.001, 0.010], [0.018, 0.100, -0.248], [0.040, 0.050, -0.032], [-0.011, -0.021, 0.007], [-0.003, -0.004, 0.000], [0.009, -0.012, 0.003], [-0.003, 0.016, -0.036], [-0.025, 0.034, 0.031], [-0.047, -0.017, -0.136], [-0.061, 0.029, -0.033], [0.081, -0.008, -0.006], [-0.060, 0.107, 0.220], [0.084, -0.121, -0.078], [-0.013, -0.009, -0.018], [0.017, 0.026, -0.016], [0.009, -0.014, 0.010], [-0.009, 0.005, -0.017], [-0.011, -0.022, 0.004], [0.028, -0.001, 0.002], [0.021, 0.015, -0.051], [0.009, -0.012, 0.002], [-0.067, 0.026, -0.027]], "homo_energy_ev": [-1.588, -1.578], "de_lowest_kcal_mol": 13.2, "total_charge": -2, "largest_force_ev_per_a": 0.91, "multiplicity": 4, "orbital_gap_ev": [5.83, 5.82]}



{"formula": "C21H23N8O7ReS", "method": "ωB97M-V with the def2-TZVPD basis set", "symbols": ["Re", "N", "C", "N", "C", "N", "C", "C", "N", "C", "C", "N", "H", "H", "H", "H", "H", "O", "C", "C", "C", "C", "C", "C", "C", "O", "O", "H", "H", "H", "H", "H", "C", "C", "S", "O", "O", "C", "C", "N", "C", "N", "C", "C", "N", "O", "O", "C", "H", "H", "H", "H", "H", "H", "H", "H", "H", "H", "H", "H", "H"], "coordinates": [[-0.5040, -0.2632, 0.0307], [2.9406, 1.6300, 1.4765], [1.9773, 0.7828, 1.7736], [1.2281, 0.6193, 0.6700], [1.8388, 1.4325, -0.2675], [2.8770, 2.0537, 0.1924], [1.2272, 1.4794, -1.5851], [1.6656, 2.2187, -2.6703], [1.0120, 2.1903, -3.8261], [-0.0767, 1.4425, -3.9134], [-0.5424, 0.6854, -2.8411], [0.1192, 0.7033, -1.6777], [3.6781, 1.9802, 2.0818], [1.8261, 0.3272, 2.7396], [2.5523, 2.8379, -2.5981], [-0.6063, 1.4314, -4.8582], [-1.4356, 0.0784, -2.9060], [-2.3079, -1.1955, -0.7469], [-3.4762, -0.5232, -1.1439], [-4.1767, -1.0066, -2.2277], [-5.3714, -0.3891, -2.5907], [-5.8606, 0.6938, -1.8734], [-5.1482, 1.1775, -0.7889], [-3.9408, 0.5813, -0.4180], [-3.2365, 1.1676, 0.7229], [-3.5555, 1.8569, 1.6039], [-1.7787, 0.8168, 0.6417], [-2.4588, -2.2047, -0.7727], [-3.8036, -1.8620, -2.7781], [-5.9221, -0.7641, -3.4431], [-6.7924, 1.1610, -2.1594], [-5.5087, 2.0236, -0.2181], [-5.0071, -5.2591, -2.3579], [-4.1723, -5.7627, -1.1869], [-2.5836, -4.9751, -1.1747], [-2.0010, -4.9196, -2.4870], [-2.7130, -3.6814, -0.4713], [-1.5451, -5.9838, -0.1219], [-0.0458, -5.6675, -0.2710], [0.2325, -4.2684, -0.6680], [0.0417, -3.2054, 0.1038], [0.2006, -2.0760, -0.6224], [0.5349, -2.4616, -1.9130], [0.5486, -3.8022, -1.9380], [0.8493, -4.6140, -3.1113], [0.8885, -3.9950, -4.1424], [1.0604, -5.7893, -2.9433], [-0.3032, -3.2282, 1.5453], [-5.9744, -5.7568, -2.3200], [-4.5328, -5.4900, -3.3088], [-5.1825, -4.1853, -2.2910], [-3.9792, -6.8346, -1.2556], [-4.6241, -5.5437, -0.2181], [-1.7021, -7.0215, -0.4171], [-1.9183, -5.8674, 0.8953], [0.3931, -6.2889, -1.0420], [0.4774, -5.8650, 0.6635], [0.7413, -1.7778, -2.7156], [0.5377, -3.5832, 2.1449], [-1.1718, -3.8508, 1.7406], [-0.5520, -2.2209, 1.8996]], "forces_ev_per_angstrom": [[-0.182, 0.263, -0.187], [-0.032, -0.059, 0.042], [-0.003, 0.020, 0.024], [0.066, 0.008, 0.018], [0.047, 0.015, 0.087], [-0.028, -0.008, -0.087], [0.017, 0.006, -0.041], [0.003, -0.005, 0.042], [0.016, 0.026, -0.034], [-0.041, -0.022, 0.013], [-0.071, 0.013, -0.013], [0.097, -0.015, -0.197], [-0.014, -0.007, -0.005], [0.000, -0.001, 0.015], [0.009, 0.001, 0.008], [-0.003, 0.001, -0.007], [0.007, -0.017, -0.007], [-0.028, -0.084, -0.167], [-0.080, 0.160, 0.083], [0.000, 0.028, 0.023], [0.001, 0.010, 0.014], [0.035, -0.008, 0.020], [-0.038, -0.015, -0.031], [0.051, -0.072, 0.019], [-0.211, 0.006, -0.268], [0.024, -0.001, -0.008], [0.201, -0.133, 0.464], [0.078, 0.061, 0.130], [0.008, -0.012, 0.000], [-0.005, -0.005, -0.001], [0.004, 0.006, 0.003], [-0.001, 0.000, -0.005], [-0.028, 0.062, 0.006], [0.013, -0.029, 0.036], [-0.043, -0.046, 0.035], [0.000, -0.033, -0.032], [-0.007, 0.005, -0.027], [-0.037, 0.000, 0.027], [0.026, -0.067, -0.007], [0.110, -0.075, 0.019], [-0.049, 0.055, 0.039], [0.159, -0.050, 0.153], [-0.059, 0.022, -0.059], [-0.037, 0.031, -0.047], [0.089, 0.075, 0.065], [-0.030, 0.049, -0.099], [-0.006, -0.124, -0.025], [-0.005, 0.046, 0.015], [0.009, -0.001, -0.016], [-0.003, -0.013, -0.003], [-0.006, -0.005, 0.016], [0.010, -0.009, -0.057], [0.028, -0.013, 0.009], [-0.015, -0.009, -0.018], [0.001, 0.031, 0.005], [0.008, 0.010, 0.047], [-0.036, 0.019, 0.003], [0.010, -0.019, -0.022], [-0.004, -0.030, -0.018], [-0.043, -0.049, 0.007], [0.018, 0.009, 0.002]], "homo_energy_ev": [-17.789, -17.783], "de_lowest_kcal_mol": 0.0, "total_charge": 3, "largest_force_ev_per_a": 0.52, "multiplicity": 2, "orbital_gap_ev": [6.42, 6.47]}



{"formula": "CHN2O3P", "method": "ωB97M-V with the def2-TZVPD basis set", "symbols": ["N", "C", "N", "P", "O", "O", "O", "H"], "coordinates": [[1.9171, 2.0750, 0.5577], [1.4997, 1.0511, 0.1655], [0.9614, 0.0871, -0.4779], [-0.3374, -0.8051, 0.1446], [-0.7258, -0.4041, 1.5411], [-0.2289, -2.3188, 0.0054], [-1.6434, -0.3105, -1.0038], [-1.4427, 0.6254, -0.9326]], "forces_ev_per_angstrom": [[0.901, 0.429, 0.676], [-0.916, 0.724, -0.604], [-0.939, -1.645, 0.031], [-0.421, -1.543, 0.073], [-0.224, 0.886, -0.349], [0.179, 1.215, -0.952], [1.708, -0.533, 1.464], [-0.289, 0.467, -0.340]], "homo_energy_ev": 0.199, "smiles": "N#CN=P([O-])([O-])O", "de_lowest_kcal_mol": 0.4, "total_charge": -2, "largest_force_ev_per_a": 2.31, "orbital_gap_ev": 7.07}



{"formula": "C19H28B2Cl5CrF8O19", "method": "ωB97M-V with the def2-TZVPD basis set", "symbols": ["Cr", "Cl", "O", "O", "O", "O", "B", "F", "F", "F", "F", "B", "F", "F", "F", "F", "C", "C", "O", "C", "O", "O", "H", "H", "H", "H", "C", "C", "O", "C", "O", "O", "H", "H", "H", "H", "C", "C", "O", "C", "O", "O", "H", "H", "H", "H", "C", "C", "O", "C", "O", "O", "H", "H", "H", "H", "C", "C", "O", "C", "O", "O", "H", "H", "H", "H", "Cl", "C", "C", "Cl", "H", "H", "H", "H", "Cl", "C", "C", "Cl", "H", "H", "H", "H"], "coordinates": [[3.5153, 30.7971, 2.5301], [4.8507, 29.7656, 5.7833], [3.9447, 29.0252, 6.6586], [6.1053, 29.0718, 5.6101], [4.2292, 29.8722, 4.4577], [5.0903, 31.0874, 6.2985], [3.5426, 33.3165, 2.6090], [3.9046, 32.4010, 3.7064], [2.7820, 34.3629, 3.0240], [4.6325, 33.6837, 1.8726], [2.6943, 32.4670, 1.8474], [2.7380, 28.5545, 1.4774], [2.6712, 27.8602, 0.2957], [2.0872, 29.8061, 1.4230], [2.2768, 27.9050, 2.6023], [4.0628, 28.9646, 1.7818], [0.6654, 33.6129, -2.3745], [-0.8280, 33.7457, -2.0666], [-1.0469, 32.5506, -1.2950], [0.0831, 32.1859, -0.7026], [0.2106, 31.3434, 0.1299], [1.1381, 32.8481, -1.2682], [1.1572, 34.5809, -2.3308], [0.7865, 33.1578, -3.3584], [-1.5030, 33.7484, -2.9132], [-0.9675, 34.6008, -1.4045], [4.0431, 30.0262, -3.1422], [4.9109, 31.2800, -3.1507], [4.7747, 31.7658, -1.8175], [4.0328, 30.9269, -1.0664], [3.8857, 31.1075, 0.0971], [3.5464, 29.9333, -1.8105], [4.5924, 29.1081, -3.3504], [3.1981, 30.0913, -3.8265], [4.5744, 31.9960, -3.8979], [5.9681, 31.0709, -3.3071], [-2.6522, 30.6444, 1.8000], [-2.2692, 29.4451, 0.9499], [-1.0704, 29.0045, 1.5529], [-1.0086, 29.4609, 2.8296], [-0.2651, 29.0126, 3.6278], [-1.9480, 30.4010, 3.0198], [-3.7191, 30.5509, 1.9962], [-2.3153, 31.6018, 1.4101], [-2.0544, 29.7144, -0.0831], [-3.0557, 28.6885, 0.9892], [0.1598, 32.9434, 6.0357], [0.2676, 31.5806, 6.7173], [0.7326, 30.7598, 5.6577], [1.1509, 31.5263, 4.6510], [1.6594, 31.0948, 3.6487], [1.0887, 32.8125, 4.9654], [0.5025, 33.7676, 6.6594], [-0.8729, 33.1549, 5.7503], [-0.6900, 31.1750, 7.0439], [0.9188, 31.6364, 7.5926], [8.9342, 31.5434, 2.7177], [8.8080, 31.7667, 1.2004], [7.3905, 31.6675, 1.0058], [6.7792, 31.3781, 2.1706], [5.6118, 31.1560, 2.2072], [7.6289, 31.1628, 3.1437], [9.2780, 32.4026, 3.2903], [9.6062, 30.7196, 2.9549], [9.3227, 30.9902, 0.6432], [9.1330, 32.7732, 0.9526], [1.9774, 27.9184, -3.8455], [2.4414, 28.0988, -2.1129], [3.5710, 27.1295, -1.7865], [5.1304, 27.6899, -2.4168], [1.5662, 27.7535, -1.5680], [2.6566, 29.1377, -1.8988], [3.4039, 26.1358, -2.1878], [3.7378, 27.1128, -0.7124], [5.3216, 25.1507, 0.6707], [4.1578, 25.1234, 2.0742], [4.6279, 26.0891, 3.1197], [3.4989, 26.0237, 4.4896], [4.0969, 24.1036, 2.4473], [3.1822, 25.3577, 1.6577], [4.5783, 27.1046, 2.7352], [5.5989, 25.8576, 3.5448]], "forces_ev_per_angstrom": [[-0.108, 1.579, 2.552], [0.542, -0.894, 1.951], [0.988, 0.952, -1.278], [-0.735, 0.195, -0.010], [-1.047, 0.097, -1.718], [-0.340, -0.181, -0.332], [0.049, 2.389, 0.291], [0.196, -0.075, -0.689], [0.284, -0.076, 0.361], [0.005, -0.199, 0.340], [0.037, -1.307, -0.959], [-1.306, -1.872, 0.977], [-0.817, 1.011, 2.306], [-0.362, 0.813, -0.175], [0.034, -0.117, -0.925], [1.460, -0.021, -0.145], [-0.652, 0.805, -0.045], [0.704, -0.139, 0.669], [-1.148, 0.254, -0.023], [1.302, -0.687, -0.220], [-0.385, 0.475, -0.093], [-0.122, -0.274, -0.217], [0.116, -0.039, -0.212], [0.508, -0.423, 0.255], [0.028, 0.029, -0.039], [-0.392, 0.050, -0.124], [-0.183, 1.220, -2.140], [0.021, -0.519, 0.197], [-0.146, 0.427, 0.223], [1.238, 1.573, -0.434], [-0.218, -0.398, 0.198], [4.912, 6.005, 1.580], [-0.614, 1.383, -0.588], [0.005, 0.227, 0.245], [-0.020, 0.266, 0.280], [0.010, -0.076, -0.083], [-0.196, -0.443, 0.095], [0.287, 0.526, -0.497], [0.009, -0.424, -0.010], [-0.079, -1.014, -0.920], [0.112, 0.312, 0.643], [-0.160, 0.444, 0.550], [0.009, 0.747, 0.138], [-0.277, 0.009, -0.131], [-0.060, -0.059, 0.017], [0.250, -0.225, 0.029], [-0.088, 0.335, 1.316], [-0.746, 0.533, 0.491], [0.310, -0.163, -0.626], [1.086, -0.629, 1.509], [0.508, -0.581, -0.776], [-0.868, 0.276, -0.957], [0.026, -0.105, -0.011], [0.248, -0.011, -0.712], [0.023, 0.122, -0.077], [0.444, -0.499, -0.415], [0.963, -0.496, 0.215], [-0.265, 0.249, 1.051], [-0.136, 0.365, 0.135], [1.127, -1.035, -1.439], [-2.073, -0.248, 0.344], [-0.176, 0.549, 0.418], [-0.265, 0.174, -0.122], [-0.087, -0.032, -0.003], [-0.112, 0.109, -0.258], [0.035, -0.114, -0.395], [-0.335, -0.280, -0.561], [-2.462, -4.283, -0.682], [-0.246, 0.228, -0.047], [2.172, -2.613, 0.728], [-0.027, -0.134, -0.103], [-3.194, -3.183, -0.111], [-0.015, -0.014, -0.085], [0.230, -0.594, -1.056], [-0.237, -0.060, 0.350], [0.162, -0.535, -0.497], [-0.376, 0.387, 0.226], [-0.153, -0.190, 0.330], [0.278, -0.010, -0.021], [0.020, 0.346, 0.118], [0.350, -0.168, 0.187], [0.140, -0.022, -0.354]], "homo_energy_ev": [-9.268, -9.263], "total_charge": 0, "largest_force_ev_per_a": 7.92, "multiplicity": 4, "orbital_gap_ev": [6.14, 7.54]}